# 1
# C47H43B2F6N2O2P2Re

A molecular structure, C47H43B2F6N2O2P2Re (ωB97M-V/def2-TZVPD, the Open Molecules 2025 dataset).

The charge is +1. The largest force on an atom comes out at 0.17 eV/A. The spin multiplicity is 4. Its energy above the lowest of the compared OMol25 structures with the same formula, charge and spin is 0.0 kcal per mole. The calculation puts the energy at -3486.96797 a.u. The HOMO-LUMO gap (alpha / beta) comes out at 7.458 / 6.944 eV. The highest occupied orbital energy (alpha / beta) comes out at -10.130 / -10.131 eV.

Each line ends with the Löwdin charge.
Element x y z (Å)
Re (-0.2825, 0.9073, 0.4493)  1.1566
C (-3.2917, -0.9175, 0.6514)  -0.3060
N (-4.1570, 0.0405, 0.0054)  -0.1861
C (-3.6749, 1.2853, -0.5460)  -0.3050
P (-2.3033, 2.0975, 0.3754)  0.8998
C (-2.2658, 3.7272, -0.4004)  -0.3437
C (-3.1470, 4.7351, -0.0141)  -0.0728
C (-3.1070, 5.9636, -0.6525)  -0.0655
C (-2.1919, 6.1879, -1.6736)  -0.0621
C (-1.3140, 5.1862, -2.0602)  -0.0556
C (-1.3494, 3.9547, -1.4244)  -0.0866
C (-2.9144, 2.3135, 2.0640)  -0.3595
C (-4.2495, 2.1230, 2.4157)  -0.0766
C (-4.6491, 2.3135, 3.7309)  -0.0596
C (-3.7259, 2.6962, 4.6931)  -0.0637
C (-2.3958, 2.8924, 4.3459)  -0.0625
C (-1.9886, 2.6984, 3.0363)  -0.0921
C (-5.5167, -0.2769, -0.1367)  -0.2562
C (-6.2757, 0.2720, -1.1743)  -0.0298
C (-7.6208, -0.0398, -1.2985)  -0.0777
C (-8.2342, -0.9090, -0.4093)  -0.0918
C (-7.4831, -1.4606, 0.6171)  -0.0784
C (-6.1404, -1.1467, 0.7625)  -0.0323
P (-1.5801, -0.9828, -0.0236)  0.9027
C (-1.8034, -1.2236, -1.8018)  -0.3609
C (-0.7910, -0.8129, -2.6685)  -0.0850
C (-0.9425, -0.9740, -4.0376)  -0.0566
C (-2.1039, -1.5372, -4.5456)  -0.0615
C (-3.1146, -1.9478, -3.6860)  -0.0583
C (-2.9679, -1.7947, -2.3164)  -0.0780
C (-0.9482, -2.5187, 0.6877)  -0.3494
C (-0.7993, -3.6820, -0.0604)  -0.0613
C (-0.2889, -4.8239, 0.5401)  -0.0596
C (0.0669, -4.8076, 1.8804)  -0.0646
C (-0.0770, -3.6468, 2.6288)  -0.0663
C (-0.5751, -2.5007, 2.0323)  -0.1036
H (-3.7118, -1.9180, 0.5294)  0.0976
H (-3.1802, -0.7528, 1.7345)  0.1007
H (-4.4953, 2.0071, -0.5539)  0.0988
H (-3.3181, 1.2034, -1.5840)  0.1033
H (-3.8494, 4.5664, 0.7941)  0.1080
H (-3.7845, 6.7502, -0.3483)  0.1101
H (-2.1590, 7.1517, -2.1640)  0.1106
H (-0.5912, 5.3647, -2.8446)  0.1149
H (-0.6545, 3.1779, -1.7214)  0.0860
H (-4.9815, 1.8226, 1.6779)  0.1025
H (-5.6860, 2.1646, 4.0018)  0.1119
H (-4.0438, 2.8439, 5.7166)  0.1107
H (-1.6759, 3.1960, 5.0939)  0.1114
H (-0.9497, 2.8562, 2.7664)  0.0956
H (-5.8154, 0.9228, -1.9055)  0.1066
H (-8.1883, 0.3936, -2.1117)  0.1079
H (-9.2823, -1.1524, -0.5144)  0.1043
H (-7.9461, -2.1338, 1.3268)  0.1077
H (-5.5881, -1.5622, 1.5948)  0.1062
H (0.1216, -0.3767, -2.2801)  0.0746
H (-0.1528, -0.6560, -4.7048)  0.1128
H (-2.2240, -1.6575, -5.6141)  0.1109
H (-4.0210, -2.3867, -4.0812)  0.1122
H (-3.7685, -2.1146, -1.6620)  0.1071
H (-1.0696, -3.6944, -1.1087)  0.1080
H (-0.1657, -5.7268, -0.0428)  0.1113
H (0.4648, -5.7012, 2.3428)  0.1102
H (0.2064, -3.6334, 3.6729)  0.1108
H (-0.6644, -1.5851, 2.6101)  0.1003
F (2.0128, 3.8455, -1.2050)  0.2169
B (1.9483, 2.6355, -0.6125)  -1.2195
F (1.3020, 1.6583, -1.4289)  0.0548
F (3.1790, 2.1455, -0.1818)  0.1592
F (1.0618, 2.6864, 0.5679)  -0.0226
F (2.5495, -2.4056, 0.6714)  0.2273
B (2.5833, -1.2187, 0.0034)  -1.0184
F (2.2225, -1.2581, -1.3048)  0.2244
C (7.1059, -1.0265, -3.8076)  -0.0414
C (6.4931, -1.5478, -2.5347)  -0.2070
C (6.8453, -2.8114, -2.0747)  -0.0265
C (6.3019, -3.3423, -0.9150)  -0.0459
C (5.3894, -2.6032, -0.1869)  -0.0166
C (5.0497, -1.3406, -0.6417)  -0.1640
N (4.0596, -0.5653, 0.1269)  0.1627
C (4.4043, -0.3007, 1.5317)  -0.0927
C (5.7135, -0.3330, 1.9655)  0.0239
C (5.9981, -0.0437, 3.2943)  -0.0256
C (4.9860, 0.2832, 4.1847)  -0.0384
C (3.6770, 0.3363, 3.7407)  0.0262
C (3.3798, 0.0431, 2.4152)  -0.0492
C (1.9921, 0.1862, 1.9526)  -0.4311
O (1.0842, 0.7034, 2.5788)  0.0560
O (1.7060, -0.2086, 0.7102)  0.0193
C (5.5699, -0.7846, -1.8049)  -0.1387
C (5.1289, 0.5827, -2.2631)  0.0019
H (7.8020, -1.7548, -4.2185)  0.0792
H (7.6539, -0.0981, -3.6403)  0.0896
H (6.3448, -0.8287, -4.5641)  0.0904
H (7.5598, -3.3938, -2.6427)  0.1158
H (6.5860, -4.3310, -0.5821)  0.1128
H (4.9458, -2.9967, 0.7169)  0.1297
H (3.9496, 0.3569, -0.3167)  0.1347
H (6.5082, -0.5880, 1.2790)  0.1305
H (7.0256, -0.0728, 3.6308)  0.1190
H (5.2185, 0.5060, 5.2165)  0.1165
H (2.8675, 0.6113, 4.4028)  0.1311
H (5.3521, 1.3548, -1.5225)  0.0984
H (4.0530, 0.6078, -2.4566)  0.0970
H (5.6276, 0.8725, -3.1821)  0.0771

Force components x, y, z for each atom (eV/Å):
0.1 0.0 -0.1
0.0 0.0 0.0
0.0 0.0 0.0
0.0 0.0 0.0
-0.1 0.0 0.0
0.0 0.0 0.0
0.0 0.0 0.0
0.0 0.0 0.0
0.0 0.0 0.0
0.0 0.0 0.0
0.0 0.0 0.0
0.0 0.0 0.0
0.0 0.0 0.0
0.0 0.0 0.0
0.0 0.0 0.0
0.0 0.0 0.0
0.0 0.0 0.0
0.0 0.0 0.0
0.0 0.0 0.0
0.0 0.0 0.0
0.0 0.0 0.0
0.0 0.0 0.0
0.0 0.0 0.0
-0.1 -0.1 -0.1
0.0 0.0 0.0
0.0 0.0 0.0
0.0 0.0 0.0
0.0 0.0 0.0
0.0 0.0 0.0
0.0 0.0 0.0
0.0 0.0 0.0
0.0 0.0 0.0
0.0 0.0 0.0
0.0 0.0 0.0
0.0 0.0 0.0
0.0 0.0 0.0
0.0 0.0 0.0
0.0 0.0 0.0
0.0 0.0 0.0
0.0 0.0 0.0
0.0 0.0 0.0
0.0 0.0 0.0
0.0 0.0 0.0
0.0 0.0 0.0
0.0 0.0 0.0
0.0 0.0 0.0
0.0 0.0 0.0
0.0 0.0 0.0
0.0 0.0 0.0
0.0 0.0 0.0
0.0 0.0 0.0
0.0 0.0 0.0
0.0 0.0 0.0
0.0 0.0 0.0
0.0 0.0 0.0
0.0 0.0 0.0
0.0 0.0 0.0
0.0 0.0 0.0
0.0 0.0 0.0
0.0 0.0 0.0
0.0 0.0 0.0
0.0 0.0 0.0
0.0 0.0 0.0
0.0 0.0 0.0
0.0 0.0 0.0
0.0 0.0 0.0
0.0 0.0 0.0
0.0 0.0 0.0
0.0 0.0 0.0
0.0 0.0 0.0
0.0 0.0 0.0
0.0 0.0 0.0
0.0 0.0 0.0
0.0 0.0 0.0
0.0 0.0 0.0
0.0 0.0 0.0
0.0 0.0 0.0
0.0 0.0 0.0
0.0 0.0 0.0
0.0 0.0 0.0
0.0 0.0 0.0
0.0 0.0 0.0
0.0 0.0 0.0
0.0 0.0 0.0
0.0 0.0 0.0
0.0 0.0 0.0
0.0 0.1 0.0
0.0 0.0 0.0
0.0 0.1 0.1
0.0 0.0 0.0
0.0 0.0 0.0
0.0 0.0 0.0
0.0 0.0 0.0
0.0 0.0 0.0
0.0 0.0 0.0
0.0 0.0 0.0
0.0 0.0 0.0
0.0 0.0 0.0
0.0 0.0 0.0
0.0 0.0 0.0
0.0 0.0 0.0
0.0 0.0 0.0
0.0 0.0 0.0
0.0 0.0 0.0
0.0 0.0 0.0

# 2
# C47H43N7O9SiTi

A molecular structure, C47H43N7O9SiTi (ωB97M-V/def2-TZVPD, the Open Molecules 2025 dataset).

The largest force on an atom comes out at 1.28 eV/A. Its energy above the lowest of the compared OMol25 structures with the same formula, charge and spin is 0.9 kcal per mole. The calculation puts the energy at -4016.21276 a.u. The HOMO-LUMO gap comes out at 6.610 eV. The highest occupied orbital energy comes out at -8.092 eV.

Each line ends with the Löwdin charge.
Element x y z (Å)
Ti (0.6723, 0.0772, 0.0500)  1.1823
O (-1.6664, 5.9706, 3.1020)  -0.0179
C (-0.7117, 5.9822, 2.3092)  -0.6826
O (-0.0958, 6.8932, 1.7342)  -0.0199
C (-0.3110, 4.5670, 1.8180)  -0.0641
C (-0.7677, 3.4324, 2.4652)  0.0665
C (-0.3712, 2.1836, 2.0351)  -0.1839
N (0.4099, 2.0149, 0.9466)  0.0663
C (0.9177, 3.1231, 0.3643)  -0.1976
C (0.5871, 4.3935, 0.7790)  0.0556
C (1.9981, 2.9123, -0.6199)  -0.2144
C (2.4179, 3.8876, -1.5104)  0.0211
C (3.5596, 3.6472, -2.2545)  -0.0259
C (4.2388, 2.4510, -2.0858)  -0.0295
C (3.7040, 1.5099, -1.2263)  -0.1478
N (2.6013, 1.7273, -0.5158)  0.0603
C (-0.6475, 0.9762, 2.8485)  -0.2133
C (-1.5660, 0.9712, 3.8867)  0.0061
C (-1.6623, -0.1573, 4.6845)  -0.0319
C (-0.8451, -1.2425, 4.4208)  -0.0228
C (0.0201, -1.1686, 3.3407)  -0.1206
N (0.1171, -0.0875, 2.5668)  0.0712
H (-1.4020, 3.5781, 3.3279)  0.1235
H (1.0350, 5.2806, 0.3514)  0.1282
H (1.8689, 4.8130, -1.6110)  0.1231
H (3.9205, 4.3921, -2.9517)  0.1169
H (5.1467, 2.2335, -2.6309)  0.1139
H (4.1615, 0.5357, -1.1103)  0.1028
H (-2.2031, 1.8239, 4.0684)  0.1216
H (-2.3723, -0.1810, 5.5013)  0.1194
H (-0.8768, -2.1393, 5.0242)  0.1151
H (0.6483, -2.0057, 3.0728)  0.1065
C (5.1087, -0.0188, 1.2607)  -0.1760
Si (3.3420, -0.3384, 1.8342)  0.4561
C (3.3559, -1.6461, 3.1782)  -0.1626
C (2.9601, 1.2806, 2.6834)  -0.1543
N (2.2782, -0.8967, 0.4934)  -0.1403
C (2.6340, -2.1335, -0.1075)  -0.2498
C (3.8068, -2.8363, 0.1992)  -0.0551
C (4.1137, -4.0554, -0.3840)  -0.0771
C (3.2405, -4.6309, -1.2907)  -0.0753
C (2.0720, -3.9624, -1.6198)  -0.0028
C (1.7973, -2.7324, -1.0545)  -0.2054
O (0.6501, -2.0233, -1.3370)  -0.0735
C (-0.0869, -2.3447, -2.4835)  -0.2426
C (-1.4488, -2.5446, -2.3557)  0.0186
C (-2.2180, -2.7910, -3.4858)  -0.0552
C (-1.6226, -2.8458, -4.7362)  -0.0772
C (-0.2517, -2.6546, -4.8489)  -0.0548
C (0.5205, -2.4030, -3.7266)  -0.0252
H (5.7820, -0.2616, 2.0882)  0.0431
H (5.2322, 1.0432, 1.0393)  0.0308
H (5.4434, -0.5851, 0.3906)  0.0269
H (2.7290, -1.3347, 4.0160)  0.0274
H (4.3727, -1.7733, 3.5591)  0.0408
H (3.0075, -2.6210, 2.8306)  0.0357
H (2.0294, 1.3152, 3.2433)  0.0221
H (3.7780, 1.3859, 3.4067)  0.0540
H (3.0102, 2.1390, 2.0150)  0.0279
H (4.4933, -2.4388, 0.9313)  0.0742
H (5.0329, -4.5558, -0.1083)  0.1066
H (3.4541, -5.5918, -1.7388)  0.1059
H (1.3681, -4.4068, -2.3100)  0.1239
H (-1.9126, -2.5023, -1.3858)  0.0939
H (-3.2843, -2.9471, -3.3795)  0.1092
H (-2.2213, -3.0409, -5.6162)  0.1046
H (0.2257, -2.6924, -5.8198)  0.1105
H (1.5872, -2.2592, -3.8156)  0.1262
C (-3.2189, 2.2204, -0.0812)  -0.0774
N (-1.9792, 2.2708, -0.8369)  -0.2427
C (-1.7863, 3.6104, -1.3758)  -0.0732
C (-2.0006, 1.2905, -1.9123)  -0.1807
C (-0.6710, 1.1328, -2.6153)  -0.2056
C (-0.6267, 1.4873, -3.9651)  -0.0374
C (0.5076, 1.2938, -4.7360)  -0.0688
C (1.6130, 0.6883, -4.1573)  -0.0843
C (1.5675, 0.3308, -2.8212)  -0.1504
C (0.4666, 0.5809, -1.9977)  -0.1425
H (-4.0856, 2.5442, -0.6818)  0.0978
H (-3.1527, 2.8685, 0.7948)  0.0921
H (-3.4019, 1.1979, 0.2479)  0.0576
H (-2.5802, 3.8718, -2.0959)  0.0968
H (-0.8268, 3.6778, -1.8907)  0.0824
H (-1.8009, 4.3428, -0.5693)  0.0876
H (-2.7623, 1.5598, -2.6640)  0.1235
H (-2.2923, 0.3248, -1.4938)  0.1052
H (-1.5079, 1.9310, -4.4151)  0.1119
H (0.5205, 1.5931, -5.7767)  0.1041
H (2.4975, 0.4727, -4.7466)  0.1101
H (2.4286, -0.1895, -2.4150)  0.0938
O (-0.5445, -2.7022, 1.0045)  0.1219
C (-1.3467, -1.8268, 0.7838)  -0.5600
O (-1.0625, -0.6302, 0.2884)  -0.1459
C (-2.7908, -2.0410, 1.1094)  -0.0850
C (-3.5484, -1.0153, 1.6532)  0.0675
C (-4.8546, -1.2733, 2.0121)  -0.0949
C (-5.4526, -2.5008, 1.8156)  0.0953
C (-4.6714, -3.4899, 1.2535)  -0.0988
C (-3.3490, -3.2949, 0.9115)  0.0852
N (-5.2801, -4.8193, 1.0114)  -0.3493
O (-4.6360, -5.6096, 0.3567)  0.0943
O (-6.3715, -5.0265, 1.4926)  0.0979
N (-5.6469, -0.1861, 2.6330)  -0.3414
O (-5.0678, 0.8539, 2.8654)  0.0892
O (-6.8149, -0.4082, 2.8600)  0.1030
H (-3.1300, -0.0305, 1.8074)  0.1032
H (-6.4808, -2.6795, 2.0909)  0.1370
H (-2.7648, -4.1115, 0.5095)  0.1418

Force components x, y, z for each atom (eV/Å):
1.3 0.2 -0.1
0.3 0.0 0.2
-0.6 0.1 -0.7
0.1 0.0 0.3
0.3 -0.1 0.2
-0.1 0.0 0.0
0.0 -0.1 -0.1
0.2 0.1 0.2
0.0 -0.1 -0.1
0.0 0.1 0.0
0.0 -0.1 0.1
0.0 0.1 -0.1
0.0 0.0 0.0
0.0 0.0 0.0
0.0 0.0 0.0
-0.1 0.1 0.0
0.1 0.0 -0.1
-0.1 0.0 0.1
0.0 0.0 0.0
0.0 0.0 0.0
0.0 0.0 -0.1
0.0 0.1 0.0
0.0 0.0 0.0
0.0 0.0 0.0
0.0 0.0 0.0
0.0 0.0 0.0
0.0 0.0 0.0
0.0 0.0 0.0
0.0 0.0 0.0
0.0 0.0 0.0
0.0 0.0 0.0
0.0 0.0 0.0
0.1 -0.1 -0.2
0.2 0.2 0.1
-0.1 -0.2 0.0
-0.2 0.1 0.0
-0.3 -0.4 -0.2
0.1 0.1 0.2
0.0 0.0 0.1
0.0 0.0 0.0
0.0 0.0 0.0
0.0 -0.1 0.0
-0.1 0.0 0.0
0.0 0.0 0.0
0.0 0.1 0.1
0.0 0.0 0.0
0.0 0.0 0.0
0.0 0.0 0.0
0.0 0.0 0.0
0.0 0.0 -0.1
0.0 0.0 0.0
0.0 0.0 0.0
0.0 0.0 0.0
0.0 0.0 0.0
0.0 0.0 0.0
0.0 0.0 0.0
0.0 0.0 0.0
0.0 0.0 0.0
0.0 0.0 0.0
0.0 0.0 0.0
0.0 0.0 0.0
0.0 0.0 0.0
0.0 0.0 0.0
0.0 0.0 0.0
0.0 0.0 0.0
0.0 0.0 0.0
0.0 0.0 0.0
0.0 0.0 0.0
0.0 0.0 0.0
0.0 0.0 -0.1
-0.1 0.0 0.0
0.0 0.0 0.0
0.0 -0.1 0.0
0.1 0.0 -0.1
0.0 0.0 0.1
-0.1 0.0 -0.1
0.1 0.0 0.1
-0.4 0.2 -0.1
0.0 0.0 0.0
0.0 0.0 0.0
0.0 0.1 0.0
0.0 0.0 0.0
0.0 0.0 0.0
0.0 0.0 0.0
0.0 0.0 0.0
0.0 0.0 0.0
0.0 0.0 0.0
0.0 0.0 0.0
0.0 0.0 0.0
0.0 0.0 0.0
0.1 -0.1 -0.1
0.0 0.2 0.0
-0.4 -0.6 0.2
-0.1 0.1 -0.1
0.1 0.1 0.0
-0.1 0.1 0.1
-0.1 0.0 0.0
-0.1 -0.1 -0.1
0.0 -0.1 0.0
0.1 0.1 0.1
0.0 0.0 0.0
-0.1 0.0 0.0
0.0 -0.1 -0.1
0.0 0.0 0.0
0.0 0.0 0.0
0.0 -0.1 0.1
0.0 0.0 0.0
0.0 0.0 0.0

Look up the energy of the first one.
-3486.96797 a.u.

The lowest energy belongs to which entry?
C47H43N7O9SiTi

Look up the energy of the second one.
-4016.21276 a.u.